Record 1
Density functional theory data (ωB97M-V/def2-TZVPD) for C14H20N2OZn as an isolated structure at a distorted geometry.

Positions of all 38 atoms, in Å:
1 C 0.77458 -3.58807 0.76443
2 C 0.66626 -4.03990 -0.69987
3 H 1.75074 -3.11502 0.91569
4 H 0.73175 -4.46977 1.41693
5 H -0.01864 -2.90385 1.11014
6 H 1.00056 -3.28337 -1.40466
7 H 1.28261 -4.93401 -0.84984
8 H -0.34911 -4.32790 -0.97161
9 C 1.43330 0.62858 2.08399
10 C 1.99108 1.69768 2.80506
11 C 2.05335 2.95128 2.18528
12 C 1.49635 3.10425 0.92057
13 H 1.30410 -0.34125 2.55594
14 H 2.37115 1.52324 3.81461
15 H 2.50960 3.81399 2.68668
16 H 1.46140 4.06561 0.40432
17 N 0.95422 0.75605 0.83352
18 C 0.92690 1.99006 0.27259
19 C 0.17238 2.11431 -0.98149
20 N -0.55136 1.02901 -1.35150
21 C -1.30107 1.12053 -2.45947
22 C -0.58930 3.36621 -2.90973
23 C -1.36499 2.26326 -3.26754
24 H -1.86794 0.22140 -2.70031
25 H -1.99683 2.25701 -4.15943
26 C 0.17896 3.29489 -1.75039
27 H 0.79799 4.12158 -1.40641
28 H -0.55843 4.26445 -3.51556
29 Zn -0.33014 -0.85036 -0.09483
30 C -1.23372 -1.87528 -1.50602
31 H -0.68943 -2.05247 -2.43967
32 H -2.22623 -1.46589 -1.73567
33 H -1.44272 -2.85545 -1.06748
34 C -1.90354 -0.88812 2.51186
35 O -0.80671 -1.17510 1.71179
36 H -2.62508 -1.71798 2.54017
37 H -2.43505 0.02573 2.19173
38 H -1.56701 -0.72538 3.54619

For the largest force on an atom, the calculation gives 1.7 eV/Å. As for the LUMO energy: -0.022 Eh.

natural (NBO) atomic charge list, values in e, 8 entries: -0.65, -0.60, 0.19, 0.20, 0.26, 0.20, 0.19, 0.20

Record 2
Density functional theory data (ωB97M-V/def2-TZVPD) for C14H20N2Pd as an isolated structure at a distorted geometry.

Positions of all 37 atoms, in Å:
1 C -2.44767 -1.00471 2.15344
2 C -2.40419 1.32109 -1.08565
3 H -3.15355 -1.74344 1.73430
4 H -2.95033 -0.36942 2.89017
5 H -1.62837 -1.54944 2.66029
6 H -1.44347 1.75409 -1.39592
7 H -2.69768 0.49279 -1.75566
8 H -3.21868 2.05790 -1.04434
9 C -0.14931 -2.78956 0.44163
10 C 0.79182 -3.84101 0.39543
11 C 1.96940 -3.62496 -0.32265
12 C 2.20146 -2.36580 -0.87248
13 H -1.07872 -2.89073 1.00951
14 H 0.59980 -4.76826 0.92876
15 H 2.71900 -4.40261 -0.44088
16 H 3.11039 -2.12246 -1.41364
17 N 0.04548 -1.61018 -0.14792
18 C 1.23673 -1.34362 -0.70965
19 C 1.53949 0.06299 -1.10571
20 N 0.76978 1.04729 -0.61684
21 C 1.01333 2.31580 -0.94901
22 C 2.85687 1.67583 -2.36314
23 C 2.02130 2.68121 -1.85972
24 H 0.38528 3.08797 -0.48228
25 H 2.10379 3.72665 -2.15096
26 C 2.62492 0.35899 -1.96473
27 H 3.22300 -0.46009 -2.34506
28 H 3.66277 1.90899 -3.05700
29 Pd -2.18485 0.30516 0.63221
30 C -2.04069 2.35838 1.14478
31 H -2.66663 3.04494 0.56234
32 H -1.01869 2.75258 1.14031
33 H -2.42592 2.32101 2.17329
34 C -0.55806 0.40737 1.90296
35 H -0.06498 -0.56669 1.87408
36 H -0.92747 0.65618 2.91530
37 H 0.18463 1.11577 1.52445

For the largest force on an atom, the calculation gives 3.8 eV/Å. As for the LUMO energy (spin up / spin down): 0.001 / -0.069 Eh. The multiplicity is 3.

natural (NBO) atomic charge list, values in e, 8 entries: -0.83, -0.70, 0.20, 0.20, 0.20, 0.20, 0.20, 0.19

Record 3
Density functional theory data (ωB97M-V/def2-TZVPD) for C14H20N2Pd as an isolated structure.

Positions of all 37 atoms, in Å:
1 Pd 0.22921 0.40744 -0.26302
2 C 3.22311 -2.02736 0.31288
3 C 2.48841 -0.74386 0.43858
4 C 2.63441 0.25904 -0.55512
5 C 2.21281 1.59094 -0.32942
6 C 2.63821 2.69724 -1.22972
7 C 1.51261 1.87804 0.86858
8 C 1.26951 0.88084 1.84448
9 C 0.69291 1.23884 3.16758
10 C 1.73651 -0.43716 1.59638
11 H 2.76851 -2.68796 -0.42602
12 H 3.26921 -2.55806 1.26088
13 H 4.23661 -1.83206 -0.04022
14 H 3.22971 0.03504 -1.43432
15 H 3.63321 3.02444 -0.91492
16 H 1.98371 3.56324 -1.15362
17 H 2.72061 2.38314 -2.26792
18 H 1.27681 2.91344 1.10518
19 H -0.14519 0.59634 3.44258
20 H 0.37901 2.27964 3.20388
21 H 1.46151 1.08994 3.93198
22 H 1.64201 -1.18226 2.38078
23 C -4.25339 -3.02416 -0.72332
24 C -3.37979 -1.84946 -0.79762
25 C -3.64299 -0.54356 -1.23322
26 C -2.43689 0.13644 -1.15052
27 N -1.47979 -0.69156 -0.67172
28 N -2.07229 -1.88376 -0.46232
29 C -2.11669 1.56204 -1.45192
30 H -5.29719 -2.73396 -0.63912
31 H -3.98329 -3.67966 0.10258
32 H -4.17139 -3.61336 -1.64072
33 H -4.58739 -0.15296 -1.55802
34 H -1.55699 -2.68106 -0.10662
35 H -2.61489 1.87584 -2.36792
36 H -1.01389 1.71294 -1.59852
37 H -2.48659 2.19734 -0.64032

For the largest force on an atom, the calculation gives 0.9 eV/Å. Its charge is +2. As for the LUMO energy (spin up / spin down): -0.246 / -0.369 Eh. The multiplicity is 3.

Löwdin atomic charge list, values in e, 8 entries: 1.04, 0.00, -0.24, 0.00, -0.31, -0.01, -0.05, -0.28

Record 4
Density functional theory data (ωB97M-V/def2-TZVPD) for C14H20N3O7SW as an isolated structure at a distorted geometry.

Positions of all 46 atoms, in Å:
1 W 0.83700 -1.04552 0.25076
2 O 2.71909 -1.79209 1.33731
3 C 3.02768 -3.19923 1.16807
4 C 1.86309 -3.95721 1.73985
5 N 0.56867 -3.40381 1.24496
6 C 0.07408 -4.16070 0.08090
7 C 0.86561 -3.70542 -1.13483
8 O 1.32622 -4.34153 -2.00661
9 O 0.98341 -2.30013 -1.11335
10 C -0.42289 -3.26194 2.32832
11 C -1.00637 -1.87108 2.23664
12 O -2.13772 -1.54612 2.32899
13 O 0.01705 -0.97507 1.94608
14 H 3.22800 -1.36762 2.03899
15 H 3.95797 -3.43736 1.67821
16 H 3.17308 -3.35818 0.10046
17 H 1.88311 -3.86623 2.82291
18 H 1.94259 -5.01804 1.49378
19 H -0.97706 -3.92206 -0.09930
20 H 0.17661 -5.23989 0.19710
21 H 0.07551 -3.32804 3.29428
22 H -1.20299 -4.01993 2.29401
23 C -8.33645 2.91029 3.62365
24 C -7.23557 2.68544 2.73734
25 O -6.37861 2.51298 2.04896
26 O -0.30793 -0.07063 -0.52216
27 H -8.79621 3.87327 3.37769
28 H -7.93715 2.92080 4.64478
29 H -9.05348 2.09238 3.49103
30 C 3.02264 2.80749 -4.64770
31 C 2.27563 2.79598 -3.36228
32 C 1.29722 3.69336 -2.99430
33 C 0.67603 3.55892 -1.75677
34 N 1.02139 2.57037 -0.89932
35 C 1.94098 1.73868 -1.26721
36 S 2.60283 0.47302 -0.20059
37 N 2.56639 1.82336 -2.46620
38 C -0.37503 4.49924 -1.29159
39 H 2.73485 3.66403 -5.25000
40 H 2.81287 1.89743 -5.21409
41 H 4.09795 2.85280 -4.46418
42 H 1.02628 4.49356 -3.66727
43 H 3.27773 1.13795 -2.69815
44 H -0.66379 5.20476 -2.06530
45 H 0.00340 5.04887 -0.42685
46 H -1.24370 3.93285 -0.95702

For the largest force on an atom, the calculation gives 1.0 eV/Å. Its charge is +3. As for the LUMO energy: -0.332 Eh.

natural (NBO) atomic charge list, values in e, 8 entries: 2.07, -0.76, -0.09, -0.26, -0.44, -0.35, 0.78, -0.41

Record 5
Density functional theory data (ωB97M-V/def2-TZVPD) for C14H21AlCsF3Li2N3O19P3S as an isolated structure at a distorted geometry.

Positions of all 68 atoms, in Å:
1 C 2.04464 -1.17761 -1.96336
2 C 1.37550 -2.10208 -2.28080
3 O 0.68594 -3.16141 -2.58835
4 P 0.35310 -3.29292 -4.19944
5 O 0.95014 -2.16641 -4.88972
6 O 1.03765 -4.64638 -4.72807
7 C 2.25905 -4.84922 -4.13081
8 C 2.39523 -5.60165 -2.99472
9 C 3.63251 -5.74402 -2.43628
10 N 4.75131 -5.16503 -2.86547
11 C 4.55793 -4.44121 -3.97788
12 C 3.38432 -4.27169 -4.65387
13 O -1.16887 -3.34259 -4.41996
14 P -2.20215 -4.54189 -3.68630
15 N -2.67488 -3.80896 -2.24809
16 O -1.25721 -5.70565 -3.06656
17 H 2.62489 -0.30906 -1.79026
18 H 1.54958 -6.07702 -2.54652
19 H 3.72346 -6.36656 -1.56805
20 H 5.42008 -3.92626 -4.37653
21 H 3.34767 -3.68111 -5.55015
22 H -3.55330 -3.34441 -2.43662
23 H -2.82606 -4.53307 -1.55931
24 H -0.75304 -5.33437 -2.32565
25 C 2.56648 1.50643 1.88428
26 C 1.62775 1.26097 0.73388
27 O 2.02578 1.35232 -0.43828
28 N 0.36469 0.93858 1.00866
29 C -0.29087 0.77942 2.30958
30 H 3.53951 1.75337 1.49232
31 H 2.21897 2.34581 2.49548
32 H 2.65832 0.60687 2.49762
33 H -0.19635 0.78761 0.18432
34 H -0.67466 -0.23734 2.38496
35 H -1.12615 1.46887 2.37311
36 H 0.39627 0.96721 3.12728
37 C 3.69619 5.98436 3.73693
38 F 4.77463 6.72870 3.49164
39 F 3.01433 6.54225 4.72084
40 F 2.93476 5.98246 2.63893
41 S 4.18070 4.27800 4.18933
42 O 5.00238 4.40724 5.35028
43 O 4.93512 3.77777 2.99703
44 O 2.95782 3.55844 4.40011
45 Cs 5.27810 2.21449 1.80648
46 O 3.55882 -2.87842 -7.41264
47 H 3.36797 -2.06158 -7.88435
48 H 2.99716 -3.53292 -7.84068
49 O -4.97169 1.62928 2.12412
50 P -4.14385 2.18866 3.27428
51 O -4.91322 1.94335 4.63250
52 O -3.96568 3.68640 3.01884
53 O -2.81818 1.52516 3.42179
54 Li 6.33850 -3.94083 -2.38492
55 Li 3.70800 -2.24605 -0.98107
56 Al 5.25709 -3.51442 0.86340
57 C -6.65157 5.63543 0.65423
58 C -6.53472 4.13528 1.06330
59 O -6.51720 3.31128 0.15372
60 O -6.46638 3.97596 2.30388
61 H -6.70433 5.72053 -0.42554
62 H -7.54926 6.05900 1.09861
63 H -5.78351 6.17960 1.01979
64 C -7.90148 2.33411 5.42807
65 O -7.13446 1.44326 4.88980
66 O -7.27796 3.49818 5.76762
67 O -9.07601 2.16364 5.63036
68 H -6.35930 3.33186 5.48282

For the largest force on an atom, the calculation gives 11.4 eV/Å. As for the LUMO energy: -0.123 Eh.

Löwdin atomic charge list, values in e, 8 entries: 0.09, -0.26, -0.08, 0.37, -0.18, -0.05, -0.29, 0.02